P | Entry from the OMol25 dataset: C4H10ClNO in the gas phase (wB97M-V/def2-TZVPD).

The geometry in XYZ format:
```
17
Properties=species:S:1:pos:R:3:mulliken_charge:R:1
C -2.3334 0.8733 -0.8670 -0.70
O -0.9293 1.0419 -0.5210 -0.26
C -0.4944 -0.1418 0.0103 -0.39
Cl -0.6924 0.3148 2.0625 -0.33
N 0.8904 -0.3829 -0.2047 0.08
C 1.5785 0.8288 -0.0134 -0.76
C 1.3850 -1.6189 0.4108 -0.88
H -2.8261 0.6641 0.1117 0.36
H -2.5465 -0.0582 -1.5508 0.28
H -2.6297 1.9142 -1.2564 0.24
H -1.3165 -0.8708 0.1227 0.48
H 1.1656 1.3132 0.8771 0.33
H 2.6093 0.5730 0.2378 0.37
H 1.4980 1.5076 -0.9289 0.20
H 1.2934 -2.5814 -0.3212 0.21
H 2.4268 -1.5772 0.4852 0.42
H 0.9212 -1.7998 1.3455 0.35
```

## Properties
Highest occupied orbital energy: -9.1848 eV
SMILES string: CO[C@H](Cl)N(C)C
LUMO level: 0.824 eV
HOMO-LUMO gap: 10.009 eV

Q | Entry from the OMol25 dataset: 2 unconnected molecules or ions with the total composition C4H10ClNO (wB97M-V/def2-TZVPD).

The geometry in XYZ format:
```
17
Properties=species:S:1:pos:R:3:mulliken_charge:R:1
C 0.6042 -1.6638 0.9312 -1.38
C -0.1187 1.6866 -0.8208 -0.97
C -1.5331 0.2054 0.6211 -1.05
C 0.7658 -0.4116 0.1636 0.82
N -0.1179 0.6340 0.1652 0.10
O 1.1032 -1.1392 -1.5936 -0.64
Cl 2.4518 0.3920 0.5362 -0.25
H 0.7707 -1.5010 1.9174 0.43
H 1.4705 -2.3880 0.6501 0.34
H -0.3230 -1.9875 0.4826 0.39
H -1.0623 2.2077 -0.6745 0.33
H 0.7744 2.2712 -0.5563 0.33
H -0.1311 1.4075 -1.9174 0.30
H -2.0093 -0.5308 0.0377 0.37
H -1.5914 -0.0174 1.7056 0.33
H -2.1862 1.2281 0.6139 0.34
H 1.1326 -0.3932 -2.2620 0.24
```

## Properties
Highest occupied orbital energy: -9.3703 eV
LUMO level: 0.690 eV
HOMO-LUMO gap: 10.060 eV

Most stable to least stable, the ends of the list are P and Q.

P | Entry from the OMol25 dataset: 2 unconnected molecules or ions with the total composition C4H7NO3 (wB97M-V/def2-TZVPD).

The geometry in XYZ format:
```
15
Properties=species:S:1:pos:R:3:mulliken_charge:R:1
C -1.7894 1.5886 0.4627 -0.73
C -1.1415 0.7145 -0.2403 -0.03
C -0.8233 -0.7349 0.1285 0.52
N -0.9769 -1.7500 -0.8017 -0.48
O -0.2509 -0.9118 1.1869 -0.71
H -1.8924 2.5245 -0.0620 0.26
H -2.2562 1.4618 1.4323 0.29
H -0.5824 1.1407 -1.0603 0.30
H -0.8836 -1.5175 -1.7896 0.27
H -0.4536 -2.5955 -0.5884 0.27
O 1.7413 -0.5534 -0.9135 -0.47
C 2.4324 -0.0119 -0.0931 0.19
O 2.1287 0.2059 1.1448 -0.41
H 3.5192 0.2916 -0.3102 0.32
H 1.2287 0.1472 1.5039 0.40
```

## Properties
Highest occupied orbital energy: -9.8987 eV
SMILES string: C=CC(N)=O.O=CO
LUMO level: 0.798 eV
HOMO-LUMO gap: 10.696 eV

Q | Entry from the OMol25 dataset: 2 unconnected molecules or ions with the total composition C4H7NO3 (wB97M-V/def2-TZVPD).

The geometry in XYZ format:
```
15
Properties=species:S:1:pos:R:3:mulliken_charge:R:1
C -0.0799 0.1760 -0.8506 0.75
C 1.6258 0.0746 -0.4364 0.25
C -0.4330 -0.7430 0.1762 0.25
N 1.9197 1.2634 0.0894 -0.32
C -0.3873 -1.5273 1.1970 -0.72
O -0.5540 1.3975 -0.7521 -0.92
O -2.5772 0.0805 0.2217 -0.71
O 2.3254 -0.8663 -0.6946 -0.57
H -2.0263 0.8624 -0.0828 0.35
H -3.1008 -0.1641 -0.5506 0.32
H -0.0360 -0.2971 -1.8478 0.26
H 2.8827 1.5229 0.2320 0.25
H 1.1677 1.9510 0.0465 0.22
H -1.2964 -1.9464 1.6099 0.30
H 0.5693 -1.7842 1.6423 0.29
```

## Properties
Highest occupied orbital energy (spin up / spin down): -8.7621 / -8.7617 eV
LUMO level (spin up / spin down): -0.767 / -0.767 eV
HOMO-LUMO gap (spin up / spin down): 7.995 / 7.995 eV

Most stable to least stable, the ends of the list are P and Q.

P | Entry from the OMol25 dataset: C4H7NO3 in the gas phase (wB97M-V/def2-TZVPD).

The geometry in XYZ format:
```
15
Properties=species:S:1:pos:R:3:mulliken_charge:R:1
H 0.0380 -2.7253 0.9982 0.26
N 0.0885 -1.9491 0.3466 -0.52
C -0.7031 -0.9957 0.4038 -0.19
C -0.3247 0.5781 0.2497 0.36
C 0.2947 1.0927 1.5367 -1.39
O 0.6276 0.7638 -0.8115 -0.39
C 0.0197 0.2472 -1.8858 0.70
O -1.0929 0.3814 -2.2966 -0.50
O 0.8659 -0.6657 -2.4697 -0.46
H -1.7345 -1.0467 0.7703 0.40
H -1.2418 1.1348 0.0174 0.30
H -0.4316 1.0249 2.3429 0.38
H 1.1933 0.5276 1.7738 0.36
H 0.5837 2.1340 1.4070 0.36
H 1.8174 -0.5020 -2.3830 0.33
```

## Properties
Highest occupied orbital energy: -9.4858 eV
SMILES string: [H]/N=C/[C@@H](C)OC(=O)O
LUMO level: 0.800 eV
HOMO-LUMO gap: 10.286 eV

Q | Entry from the OMol25 dataset: a molecular structure, C4H7NO3 (wB97M-V/def2-TZVPD).

The geometry in XYZ format:
```
15
Properties=species:S:1:pos:R:3:mulliken_charge:R:1
C 1.0932 0.1459 -0.2165 -0.88
C -1.2139 0.6666 1.4781 -1.03
C 0.0307 -1.6032 -0.2285 0.69
C -1.0392 0.3047 0.0447 0.78
N 1.4894 0.3550 -1.5614 -0.57
O -1.1297 -1.5658 0.2134 -0.47
O 0.7833 -2.3693 -0.7318 -0.49
O -1.4831 0.7110 -0.9605 -0.47
H 0.7987 0.8776 -2.0890 0.24
H 1.6913 -0.5144 -2.0393 0.28
H 0.9628 1.1055 0.2849 0.45
H 1.8415 -0.3963 0.3589 0.42
H -2.2419 0.4244 1.7523 0.36
H -0.5305 0.1173 2.1169 0.32
H -1.0528 1.7411 1.5779 0.35
```

## Properties
Highest occupied orbital energy: -8.4231 eV
LUMO level: 0.455 eV
HOMO-LUMO gap: 8.878 eV

Most stable to least stable, the ends of the list are P and Q.

P | Entry from the OMol25 dataset: 2 unconnected molecules or ions with the total composition C2H3BrO2 (wB97M-V/def2-TZVPD).

The geometry in XYZ format:
```
8
Properties=species:S:1:pos:R:3:mulliken_charge:R:1
C 1.4424 0.7842 0.1700 0.12
C -1.1588 -0.7686 -0.1618 -0.16
O 2.1948 -0.1719 0.3164 -0.57
O 0.2138 0.8569 0.0794 -0.44
Br -2.7433 0.0619 0.2919 0.04
H 1.8758 1.7166 0.0096 0.41
H -1.0252 -1.0910 -1.2609 0.29
H -0.7995 -1.3881 0.5555 0.31
```

## Properties
Highest occupied orbital energy: -9.5805 eV
LUMO level: -1.632 eV
HOMO-LUMO gap: 7.948 eV

Q | Entry from the OMol25 dataset: C2H3BrO2 in the gas phase (wB97M-V/def2-TZVPD).

The geometry in XYZ format:
```
8
Properties=species:S:1:pos:R:3:mulliken_charge:R:1
O -0.0250 2.3973 0.0794 -0.37
C 0.4185 1.2794 0.0741 0.18
C -0.1393 -0.3626 -0.3254 -0.17
O 0.5139 -1.2011 0.5271 -0.49
Br -2.2228 -0.3151 0.0140 -0.20
H 1.4233 0.9866 0.4075 0.26
H -0.1094 -0.6272 -1.3197 0.43
H 0.1408 -2.1571 0.5431 0.37
```

## Properties
Highest occupied orbital energy: -9.9506 eV
SMILES string: O=C[C@@H](O)Br
LUMO level: 0.158 eV
HOMO-LUMO gap: 10.109 eV

Most stable to least stable, the ends of the list are Q and P.